<i>
The following is a DFT calculation (wB97M-V/def2-TZVPD) of a structure of composition C2H2Br2Si.

```
7
Properties=species:S:1:pos:R:3
C -0.21557 -0.19557 0.34287
C 0.65141 0.22185 1.10003
Si 1.22922 1.99944 1.09955
Br 3.19828 1.33740 0.03833
Br 0.29237 -1.37253 3.71660
H -1.07719 -0.62281 -0.12497
H 0.81574 -0.50046 2.00523
```

Values from the calculation:
net charge	0
spin multiplicity	1
frontier orbital gap	0.2482	hartree

<ii>
The following is a DFT calculation (wB97M-V/def2-TZVPD) of a cluster of 2 separate species, C2H2Br2Si in total.

```
7
Properties=species:S:1:pos:R:3
C -1.54477 -0.40968 0.40735
C -1.23605 0.60331 -0.09506
Si 1.60834 -0.05982 -1.19066
Br 1.59454 -1.85533 0.22301
Br 2.42679 1.47636 0.30883
H -1.80507 -1.08707 1.14687
H -1.04378 1.33223 -0.80034
```

Values from the calculation:
net charge	0
spin multiplicity	1
frontier orbital gap	0.3129	hartree

Quick look at relative energies in hartree: <i> 0.0897; <ii> 0.0000.

<i>
The following is a DFT calculation (wB97M-V/def2-TZVPD) of the molecule C4H9N5.

```
18
Properties=species:S:1:pos:R:3
C -1.35457 0.91735 1.78074
N 0.09978 -0.21432 0.09977
C 0.90533 -0.30456 -0.97745
C -0.66925 1.06871 0.46459
N -0.24950 -1.35373 0.83441
C -0.46140 2.15728 -0.24088
N 1.59735 -1.47463 -1.31982
N 1.00950 -2.57833 -1.33882
N 1.09779 0.70122 -1.78666
H -0.38492 -2.16205 0.23165
H 0.46446 -1.55302 1.52998
H 1.63415 -3.27647 -1.76800
H 0.30006 1.93539 -1.17877
H -0.65729 0.59679 2.55310
H -1.78371 1.87545 2.06483
H -2.13919 0.16644 1.72990
H 1.62572 0.44464 -2.61421
H -1.03431 3.05383 -0.06437
```

Values from the calculation:
net charge	0
SMILES	[H]/N=C(\N=N\[H])N(N)C(=C)C
spin multiplicity	1
frontier orbital gap	0.2959	hartree

<ii>
The following is a DFT calculation (wB97M-V/def2-TZVPD) of the molecule C4H9N5.

```
18
Properties=species:S:1:pos:R:3
C -0.92106 0.66767 2.65056
C 0.14478 0.34711 0.50911
C -0.51159 -0.08342 -1.50859
C 1.00451 -0.48361 -0.11532
H -1.80348 1.26519 2.30922
H -1.18553 -0.36056 2.75521
H -0.71580 1.05030 3.66855
H 1.08966 0.42918 2.09132
H -1.61792 1.23121 -0.35634
H -2.13010 0.58357 -2.51066
H -1.14916 -0.54029 -3.34714
H 2.02307 -2.06943 0.38830
H 2.87857 -0.81841 0.04691
N 0.21481 0.88770 1.74853
N -0.72997 0.72851 -0.46423
N -1.50402 -0.20967 -2.47719
N 0.56253 -0.80474 -1.41148
N 2.07250 -1.09570 0.56725
```

Values from the calculation:
net charge	0
SMILES	CNc1[nH]c(N)nc1N
spin multiplicity	1
frontier orbital gap	0.2856	hartree

Quick look at relative energies in hartree: <i> 0.1456; <ii> 0.0000.

<i>
The following is a DFT calculation (wB97M-V/def2-TZVPD) of the molecule C4H9N5.

```
18
Properties=species:S:1:pos:R:3
C -2.24824 -0.18594 0.32688
C -2.77135 1.77647 -0.92682
C 1.30864 0.41032 -0.13312
C 1.23450 -2.48081 0.54076
N -2.17388 -1.40765 0.54450
N -1.06930 -2.13349 0.62109
N -2.54532 0.99999 0.22265
N 0.11967 -0.26597 0.28205
N 0.09251 -1.53184 0.44063
H -2.77206 2.92777 -0.80594
H -3.86797 1.55540 -1.29862
H -1.91579 1.55790 -1.64544
H 1.20466 0.57451 -1.25678
H 1.12311 1.47934 0.20893
H 2.17557 -0.00551 0.16351
H 0.81412 -3.44874 0.53424
H 1.85849 -2.40908 -0.29938
H 1.83204 -2.32431 1.41443
```

Values from the calculation:
net charge	0
spin multiplicity	1
frontier orbital gap	0.3037	hartree

<ii>
The following is a DFT calculation (wB97M-V/def2-TZVPD) of the molecule C4H9N5.

```
18
Properties=species:S:1:pos:R:3
C 0.37597 -2.12554 1.26816
C 0.41787 -0.75773 0.49854
C 0.54115 1.47635 0.94162
C -2.24864 1.42609 -0.79805
H 1.28892 -2.55539 1.03279
H 0.32460 -1.87952 2.36407
H -0.33229 -2.79027 0.79859
H 0.49229 -0.01645 -1.39157
H 1.96479 -1.53425 -1.95075
H 0.40512 -2.24799 -1.88971
H 1.17232 2.11306 1.50831
H -2.94647 0.68821 -1.36753
H -2.88459 1.77927 0.05413
N 0.66659 -0.85216 -0.74641
N 1.15907 -2.04055 -1.42590
N 0.14138 0.17782 1.28252
N -0.18548 2.13455 0.09164
N -0.92482 1.48440 -0.71897
```

Values from the calculation:
net charge	0
SMILES	C=N/N=C\N=C(\C)NN
spin multiplicity	1
frontier orbital gap	0.3377	hartree

Quick look at relative energies in hartree: <i> 0.0057; <ii> 0.0000.

<i>
The following is a DFT calculation (wB97M-V/def2-TZVPD) of the ion H3NOP with charge -1.

```
6
Properties=species:S:1:pos:R:3
N -0.11058 -0.64496 0.98006
O -1.41368 -1.08996 0.66853
P -0.61330 0.28729 -0.27971
H -0.01273 -0.50278 2.01909
H -0.60742 -0.75315 -1.18892
H 0.69167 0.80264 -0.74409
```

Values from the calculation:
net charge	-1
spin multiplicity	1
frontier orbital gap	0.2821	hartree

<ii>
The following is a DFT calculation (wB97M-V/def2-TZVPD) of the ion H3NOP with charge -1.

```
6
Properties=species:S:1:pos:R:3
N -0.20863 0.85521 1.77225
O -0.77325 -0.02831 0.71265
P -0.47134 -0.71363 -0.81269
H 0.55561 1.47052 1.38943
H 1.05874 -1.19661 -1.18313
H -0.01288 0.51687 -1.22722
```

Values from the calculation:
net charge	-1
SMILES	[NH-]OP
spin multiplicity	1
frontier orbital gap	0.2278	hartree

Quick look at relative energies in hartree: <i> 0.0000; <ii> 0.0330.

<i>
The following is a DFT calculation (wB97M-V/def2-TZVPD) of the molecule CH2FIS.

```
6
Properties=species:S:1:pos:R:3
C 0.93076 0.95390 0.23165
F 0.93434 0.89300 1.52221
S -1.00586 0.53784 0.06073
I 1.62523 2.86804 -0.53024
H -1.95178 1.12142 -0.80898
H 1.58150 0.19592 -0.22034
```

Values from the calculation:
net charge	0
SMILES	F[C@@H](S)I
spin multiplicity	1
frontier orbital gap	0.3466	hartree

<ii>
The following is a DFT calculation (wB97M-V/def2-TZVPD) of a cluster of 2 separate species, CH2FIS in total.

```
6
Properties=species:S:1:pos:R:3
C 0.09178 -0.36263 -0.17565
F 0.13269 -1.61701 -0.56783
S -1.09943 -0.07537 1.08731
I 2.03458 0.47733 0.04971
H -0.53892 0.46111 -1.84612
H -0.62071 1.11656 1.45258
```

Values from the calculation:
net charge	0
spin multiplicity	1
frontier orbital gap (alpha / beta)	0.3015 / 0.2952	hartree

Quick look at relative energies in hartree: <i> 0.0000; <ii> 0.0812.

<i>
The following is a DFT calculation (wB97M-V/def2-TZVPD) of a cluster of 2 separate species, C4H12NOS in total.

```
19
Properties=species:S:1:pos:R:3
C 0.06078 -1.87929 0.99911
N -0.34055 -0.51039 0.60654
C 0.63319 0.53384 0.28881
C -0.06334 1.52566 -0.62301
S 0.59025 3.15249 -1.02050
C 1.53731 -1.98449 1.37832
H -0.08630 -2.60731 0.18028
H -0.60062 -2.16774 1.80388
H -1.01521 -0.50668 -0.14199
H 1.07332 0.96017 1.19730
H 1.54783 0.16022 -0.24034
H -0.15049 0.99996 -1.59454
H -1.10332 1.66441 -0.25591
H 1.84462 -3.03620 1.36102
H 1.93114 -1.47509 2.24931
H 2.08103 -1.61327 0.51524
H -2.84072 1.81279 -1.67921
H -2.09123 2.64009 -2.55483
O -3.00768 2.33082 -2.46946
```

Values from the calculation:
net charge	-1
spin multiplicity	1
frontier orbital gap	0.2201	hartree

<ii>
The following is a DFT calculation (wB97M-V/def2-TZVPD) of a cluster of 2 separate species, C4H12NOS in total.

```
19
Properties=species:S:1:pos:R:3
C 1.21267 -1.42865 0.06911
N 0.48464 -0.28355 0.62643
C -0.78550 -0.22701 -0.11982
C -1.41486 1.19466 -0.32637
S -0.26364 2.58638 -0.71732
C 1.84724 -1.14895 -1.31252
H 1.79037 -1.79830 0.91735
H 0.43079 -2.20128 -0.18015
H 1.03416 0.53852 0.28001
H -1.51146 -0.79559 0.38152
H -0.58251 -0.59383 -1.14496
H -2.11019 1.54854 0.45883
H -2.16257 1.15528 -1.15608
H 2.75579 -0.41676 -1.31818
H 2.48644 -2.13173 -1.53773
H 1.08537 -0.99718 -2.05062
H -0.26914 -1.77978 2.56377
H -0.80772 -2.23440 1.37790
O -0.80886 -2.50389 2.32977
```

Values from the calculation:
net charge	-1
spin multiplicity	1
frontier orbital gap	0.2286	hartree

Quick look at relative energies in hartree: <i> 0.0000; <ii> 0.0193.